Computed, not measured: a structure of composition C48H55F9NO4PSSiW, with ωB97M-V/def2-TZVPD.

Each line ends with the Löwdin spin population.
Atoms and positions in Å:
1 W -1.07 -0.23 0.11  1.549
2 C -1.20 -0.14 5.92  0.007
3 C -2.54 -0.46 6.04  0.000
4 C -3.32 -0.55 4.90  0.006
5 C -2.75 -0.30 3.65  0.001
6 N -1.46 -0.01 3.56  0.008
7 C -0.70 0.07 4.65  -0.001
8 C -3.53 -0.40 2.38  0.036
9 C -4.92 -0.35 2.48  -0.002
10 C -5.76 -0.57 1.40  0.047
11 C -5.20 -0.91 0.18  -0.004
12 C -3.82 -0.92 0.05  0.043
13 C -2.94 -0.57 1.10  -0.013
14 H -0.55 -0.07 6.79  0.000
15 H -2.98 -0.66 7.01  0.000
16 H -4.36 -0.83 5.00  0.000
17 H 0.34 0.32 4.49  0.000
18 H -5.38 -0.12 3.43  -0.001
19 H -6.83 -0.50 1.52  0.003
20 H -5.82 -1.16 -0.67  -0.001
21 H -3.42 -1.20 -0.91  0.001
22 C 4.26 -0.88 -1.65  0.000
23 C 3.97 -0.55 -0.19  0.001
24 C 5.04 -1.14 0.72  0.000
25 C 3.89 0.97 0.00  0.000
26 O 2.68 -1.04 0.20  0.004
27 Si 2.05 -2.54 0.34  0.018
28 S -0.05 -2.39 0.52  0.091
29 O 2.65 -3.34 1.63  0.002
30 C 2.44 -3.29 3.05  0.000
31 C 2.12 -1.87 3.50  0.002
32 C 3.74 -3.76 3.67  0.000
33 C 1.30 -4.23 3.40  0.002
34 O 2.49 -3.39 -0.98  0.004
35 C 2.59 -4.79 -1.26  0.000
36 C 2.65 -4.89 -2.78  0.000
37 C 1.36 -5.51 -0.73  0.001
38 C 3.86 -5.34 -0.64  0.000
39 H 5.21 -0.43 -1.94  0.000
40 H 3.47 -0.47 -2.29  0.000
41 H 4.31 -1.95 -1.81  0.000
42 H 6.02 -0.73 0.47  0.000
43 H 5.07 -2.23 0.61  0.000
44 H 4.82 -0.91 1.76  0.000
45 H 4.82 1.44 -0.32  0.000
46 H 3.71 1.21 1.05  0.000
47 H 3.06 1.37 -0.59  0.000
48 H 2.90 -1.18 3.16  0.000
49 H 2.08 -1.82 4.59  0.000
50 H 1.16 -1.54 3.10  0.001
51 H 4.55 -3.06 3.45  0.000
52 H 4.02 -4.74 3.27  0.000
53 H 3.64 -3.85 4.76  0.000
54 H 0.39 -3.94 2.88  0.002
55 H 1.11 -4.22 4.48  0.000
56 H 1.55 -5.25 3.11  0.000
57 H 1.74 -4.48 -3.22  0.000
58 H 2.74 -5.94 -3.09  0.000
59 H 3.51 -4.34 -3.16  0.000
60 H 0.45 -5.06 -1.12  0.001
61 H 1.32 -5.45 0.36  0.000
62 H 1.38 -6.57 -1.01  0.000
63 H 4.74 -4.85 -1.07  0.000
64 H 3.94 -6.41 -0.83  0.000
65 H 3.86 -5.17 0.44  0.000
66 C -2.33 5.12 -1.97  0.000
67 C -3.22 4.46 -0.95  0.001
68 C -4.42 5.10 -0.64  0.001
69 C -5.34 4.58 0.25  0.000
70 C -5.07 3.37 0.87  0.000
71 C -3.89 2.71 0.58  0.001
72 C -2.96 3.23 -0.32  0.011
73 P -1.43 2.23 -0.46  0.055
74 C -0.73 2.31 -2.17  0.005
75 C 0.39 3.01 -2.33  0.006
76 C 1.27 3.23 -3.49  0.000
77 C 1.13 2.87 -4.76  0.003
78 C 0.02 2.12 -5.39  0.000
79 C -1.46 1.45 -3.22  0.004
80 C -2.98 1.55 -2.94  0.001
81 C -0.27 3.06 0.65  -0.001
82 C -0.18 4.44 0.84  0.001
83 C 0.76 4.96 1.71  -0.003
84 C 1.61 4.10 2.40  0.001
85 C 1.49 2.73 2.25  -0.003
86 C 0.54 2.19 1.39  0.005
87 C 0.35 0.71 1.28  0.007
88 H -2.43 6.20 -1.90  0.000
89 H -2.61 4.83 -2.98  0.000
90 H -1.28 4.86 -1.85  0.000
91 H -4.63 6.05 -1.12  0.000
92 H -6.25 5.11 0.46  0.000
93 H -5.77 2.93 1.57  0.000
94 H -3.68 1.76 1.06  0.001
95 H 0.75 3.53 -1.45  0.000
96 H 2.17 3.79 -3.24  0.000
97 H 1.91 3.15 -5.46  0.000
98 H 0.32 1.10 -5.63  0.000
99 H -3.57 1.09 -3.72  0.000
100 H -3.27 2.60 -2.87  0.000
101 H -3.23 1.06 -2.00  0.001
102 H -0.85 5.11 0.32  0.000
103 H 0.83 6.03 1.85  0.000
104 H 2.35 4.51 3.08  0.000
105 H 2.13 2.06 2.81  0.000
106 H -0.47 0.40 2.01  0.002
107 H 1.25 0.16 1.56  0.007
108 F -2.86 -0.88 -4.42  0.000
109 C -1.58 -1.07 -4.12  -0.001
110 F -0.86 -0.92 -5.25  0.000
111 F -1.47 -2.34 -3.73  0.001
112 C -1.04 -0.09 -3.01  0.004
113 O -1.57 -0.54 -1.83  0.069
114 C -1.30 2.08 -4.64  0.001
115 F -2.18 1.48 -5.49  0.000
116 F -1.72 3.38 -4.53  0.000
117 F -0.25 2.74 -6.61  0.000
118 C 0.49 -0.35 -2.90  0.001
119 F 1.25 0.25 -3.83  0.000
120 F 0.91 0.12 -1.70  0.005
121 F 0.78 -1.64 -2.93  0.000

Summary:
Spin multiplicity   3
Total charge   0
DFT total energy   -4212.91557 a.u.
LUMO energy (spin up / spin down)   -0.17 / -0.68 eV
Kohn-Sham gap (spin up / spin down)   6.91 / 7.76 eV
Energy relative to the best compared isomer or geometry (same formula, charge and spin)   61.77 kcal per mole


Computed, not measured: a structure of composition C48H55O4P2S2SiW in a non-equilibrium geometry, with ωB97M-V/def2-TZVPD.

Each line ends with the Löwdin charge.
Atoms and positions in Å:
1 W 0.79 0.67 -0.05  0.662
2 O -1.87 -1.30 0.35  -0.379
3 S -1.33 -0.30 -0.57  0.744
4 C -1.05 -1.07 -2.16  -0.347
5 C -2.07 -1.17 -3.09  -0.021
6 C -1.85 -1.95 -4.23  -0.006
7 C -0.64 -2.60 -4.41  -0.009
8 C 0.38 -2.49 -3.47  -0.033
9 C 0.18 -1.72 -2.34  -0.345
10 P 1.46 -1.42 -1.12  1.005
11 C 2.36 -2.87 -0.69  -0.356
12 C 1.65 -3.91 -0.08  -0.073
13 C 2.31 -5.08 0.23  -0.038
14 C 3.66 -5.22 -0.06  -0.025
15 C 4.37 -4.19 -0.66  -0.038
16 C 3.72 -3.00 -0.99  -0.064
17 C 2.53 -0.08 -1.71  -0.445
18 C 2.58 0.46 -3.00  -0.051
19 C 3.39 1.56 -3.25  -0.016
20 C 4.14 2.13 -2.22  -0.018
21 C 4.09 1.61 -0.93  -0.044
22 C 3.29 0.50 -0.67  -0.201
23 C -2.49 0.97 -0.91  -0.386
24 C -3.85 0.75 -0.73  -0.026
25 C -4.72 1.76 -1.11  -0.009
26 C -4.24 2.94 -1.67  -0.011
27 C -2.87 3.14 -1.84  -0.031
28 C -1.98 2.16 -1.43  -0.348
29 P -0.20 2.37 -1.49  0.964
30 C 0.27 3.05 -3.07  -0.364
31 C 0.13 2.23 -4.19  -0.107
32 C 0.44 2.72 -5.45  -0.048
33 C 0.89 4.03 -5.59  -0.035
34 C 1.02 4.85 -4.48  -0.038
35 C 0.70 4.37 -3.22  -0.065
36 C 0.26 3.44 -0.12  -0.410
37 C 1.61 3.80 0.01  -0.115
38 C 2.03 4.58 1.07  -0.048
39 C 1.11 5.01 2.01  -0.023
40 C -0.24 4.66 1.90  -0.031
41 C -0.66 3.87 0.85  -0.072
42 H -3.02 -0.68 -2.94  0.125
43 H -2.63 -2.05 -4.97  0.132
44 H -0.48 -3.21 -5.30  0.131
45 H 1.32 -3.02 -3.62  0.130
46 H 0.59 -3.80 0.15  0.118
47 H 1.77 -5.89 0.70  0.124
48 H 4.17 -6.14 0.18  0.126
49 H 5.41 -4.31 -0.89  0.124
50 H 4.27 -2.21 -1.47  0.111
51 H 1.98 0.04 -3.79  0.117
52 H 3.44 1.97 -4.24  0.131
53 H 4.77 2.98 -2.43  0.133
54 H 4.69 2.04 -0.14  0.128
55 H 3.38 -0.01 0.29  0.115
56 H -4.20 -0.18 -0.30  0.132
57 H -5.78 1.63 -0.97  0.130
58 H -4.93 3.71 -1.98  0.129
59 H -2.51 4.06 -2.28  0.129
60 H -0.24 1.21 -4.09  0.101
61 H 0.33 2.09 -6.32  0.120
62 H 1.13 4.41 -6.57  0.124
63 H 1.35 5.87 -4.60  0.123
64 H 0.79 5.02 -2.36  0.111
65 H 2.31 3.50 -0.76  0.085
66 H 3.07 4.88 1.15  0.121
67 H 1.44 5.62 2.84  0.126
68 H -0.95 5.02 2.63  0.116
69 H -1.71 3.59 0.78  0.119
70 C 3.78 3.48 4.59  -0.007
71 C 3.33 2.03 4.57  -0.589
72 C 3.71 1.30 5.84  -0.006
73 C 3.80 1.31 3.32  -0.032
74 O 1.85 2.11 4.50  -0.109
75 Si 0.72 0.99 4.51  0.118
76 S 0.31 0.70 2.05  0.521
77 O -0.76 1.46 4.83  -0.137
78 C -1.27 2.20 6.02  -0.585
79 C -1.16 3.67 5.71  -0.013
80 C -0.43 1.79 7.21  -0.011
81 C -2.71 1.75 6.16  -0.008
82 O 1.19 -0.49 4.73  -0.131
83 C 0.59 -1.84 4.95  -0.583
84 C 1.15 -2.32 6.27  -0.004
85 C 1.07 -2.68 3.78  -0.023
86 C -0.92 -1.73 4.97  -0.014
87 H 4.86 3.52 4.73  0.105
88 H 3.31 4.01 5.42  0.101
89 H 3.52 3.98 3.66  0.070
90 H 4.80 1.25 5.90  0.108
91 H 3.32 0.28 5.86  0.080
92 H 3.36 1.84 6.72  0.101
93 H 4.89 1.37 3.25  0.105
94 H 3.37 1.79 2.44  0.063
95 H 3.52 0.25 3.33  0.085
96 H -0.12 3.95 5.50  0.085
97 H -1.50 4.26 6.55  0.107
98 H -1.77 3.92 4.85  0.085
99 H 0.61 2.10 7.09  0.085
100 H -0.48 0.72 7.37  0.089
101 H -0.79 2.27 8.12  0.113
102 H -3.27 1.97 5.25  0.096
103 H -3.18 2.29 6.99  0.107
104 H -2.77 0.69 6.37  0.087
105 H 2.24 -2.37 6.23  0.096
106 H 0.77 -3.32 6.48  0.107
107 H 0.86 -1.66 7.08  0.093
108 H 2.15 -2.73 3.75  0.096
109 H 0.70 -2.27 2.83  0.060
110 H 0.68 -3.69 3.87  0.103
111 H -1.26 -1.12 5.81  0.078
112 H -1.35 -2.72 5.09  0.110
113 H -1.31 -1.30 4.05  0.087

Summary:
Total charge   +3
DFT total energy   -3997.96727 a.u.
LUMO energy (spin up / spin down)   -9.62 / -9.60 eV
Kohn-Sham gap (spin up / spin down)   6.09 / 6.10 eV
Energy relative to the best compared isomer or geometry (same formula, charge and spin)   0.00 kcal per mole


Computed, not measured: a cluster of 6 separate species, C48H57BN7O7S in total, with ωB97M-V/def2-TZVPD.

Each line ends with the Löwdin charge.
Atoms and positions in Å:
1 C -2.94 -4.15 2.65  -0.060
2 C -2.69 -3.13 1.57  -0.275
3 C -2.32 -1.83 1.89  -0.064
4 C -2.04 -0.89 0.90  -0.052
5 C -2.13 -1.21 -0.45  -0.189
6 C -1.86 -0.21 -1.55  -0.042
7 C -0.50 -0.18 -2.31  -0.373
8 C -0.45 1.19 -2.98  -0.117
9 O -0.08 2.18 -1.99  -0.131
10 N -0.68 3.42 -2.33  -0.044
11 O -1.28 3.87 -1.44  0.070
12 O -0.56 -1.14 -3.33  -0.002
13 B 0.28 -2.35 -2.92  -0.610
14 C -0.58 -3.72 -3.15  -0.105
15 O -0.04 -4.60 -4.17  -0.134
16 C -0.23 -4.14 -5.46  -0.271
17 O -1.05 -5.02 -6.22  -0.102
18 C -2.33 -5.20 -5.67  -0.210
19 C -3.25 -4.00 -5.80  -0.235
20 O -4.43 -4.19 -5.01  -0.075
21 O 0.57 -2.03 -1.48  0.007
22 C 0.75 -0.64 -1.48  -0.335
23 C 0.87 -0.02 -0.08  -0.105
24 C 1.24 -0.99 1.04  -0.238
25 C 0.91 -0.39 2.42  -0.556
26 S 2.25 -0.59 3.64  0.684
27 C 2.13 -0.40 -2.17  -0.182
28 C 3.19 -1.18 -1.67  0.007
29 C 4.45 -1.05 -2.21  -0.065
30 C 4.64 -0.12 -3.24  -0.076
31 C 3.54 0.60 -3.67  -0.140
32 N 2.31 0.47 -3.15  0.141
33 C -2.55 -2.50 -0.77  -0.019
34 C -2.82 -3.45 0.22  -0.031
35 H -3.51 -5.00 2.27  0.071
36 H -1.99 -4.55 2.99  0.079
37 H -3.43 -3.68 3.50  0.037
38 H -2.25 -1.56 2.94  0.102
39 H -1.77 0.11 1.21  0.108
40 H -2.05 0.78 -1.13  0.115
41 H -2.59 -0.37 -2.34  0.131
42 H -1.45 1.41 -3.35  0.123
43 H 0.22 1.18 -3.82  0.107
44 H 1.30 -2.46 -3.60  0.126
45 H -1.59 -3.43 -3.47  0.075
46 H -0.70 -4.34 -2.26  0.106
47 H -0.67 -3.13 -5.46  0.124
48 H 0.72 -4.10 -6.00  0.134
49 H -2.26 -5.48 -4.61  0.119
50 H -2.79 -6.04 -6.20  0.124
51 H -3.58 -3.85 -6.82  0.120
52 H -2.76 -3.08 -5.47  0.107
53 H -4.14 -4.29 -4.10  0.074
54 H -0.04 0.52 0.18  0.088
55 H 1.65 0.75 -0.12  0.126
56 H 0.72 -1.94 0.91  0.114
57 H 2.32 -1.14 1.03  0.075
58 H 0.74 0.68 2.31  0.069
59 H 0.01 -0.81 2.84  0.034
60 H 2.56 0.70 3.83  -0.171
61 H 3.00 -1.92 -0.90  0.120
62 H 5.27 -1.66 -1.87  0.083
63 H 5.61 0.02 -3.70  0.092
64 H 3.65 1.32 -4.48  0.094
65 H -2.66 -2.78 -1.80  0.099
66 H -3.13 -4.44 -0.08  0.107
67 N 4.23 5.92 -1.60  0.038
68 C 4.48 6.22 -2.88  -0.159
69 C 3.82 5.65 -3.95  -0.076
70 C 2.84 4.70 -3.69  -0.066
71 C 2.56 4.38 -2.37  -0.053
72 C 3.28 5.01 -1.37  -0.150
73 H 5.25 6.97 -3.04  0.099
74 H 4.07 5.93 -4.96  0.098
75 H 2.30 4.23 -4.50  0.110
76 H 1.82 3.63 -2.13  0.074
77 H 3.09 4.78 -0.33  0.105
78 N -4.99 -2.01 4.32  0.061
79 C -5.23 -0.70 4.27  -0.138
80 C -6.24 -0.09 5.00  -0.076
81 C -7.04 -0.87 5.81  -0.090
82 C -6.80 -2.24 5.86  -0.077
83 C -5.76 -2.75 5.10  -0.154
84 H -4.58 -0.13 3.62  0.103
85 H -6.40 0.98 4.92  0.084
86 H -7.84 -0.43 6.38  0.091
87 H -7.40 -2.89 6.48  0.096
88 H -5.54 -3.82 5.11  0.103
89 N -9.13 1.67 4.81  0.063
90 C -10.22 1.81 4.06  -0.144
91 C -11.15 2.83 4.24  -0.073
92 C -10.93 3.75 5.25  -0.083
93 C -9.80 3.62 6.04  -0.074
94 C -8.93 2.56 5.77  -0.157
95 H -10.36 1.07 3.28  0.107
96 H -12.02 2.90 3.60  0.100
97 H -11.63 4.56 5.42  0.104
98 H -9.58 4.31 6.84  0.100
99 H -8.03 2.43 6.37  0.101
100 N 6.12 2.49 1.90  0.049
101 C 6.51 3.02 3.06  -0.156
102 C 6.54 4.38 3.31  -0.081
103 C 6.15 5.25 2.30  -0.078
104 C 5.74 4.71 1.08  -0.069
105 C 5.75 3.33 0.94  -0.146
106 H 6.81 2.31 3.83  0.103
107 H 6.86 4.76 4.27  0.096
108 H 6.16 6.32 2.45  0.103
109 H 5.43 5.35 0.26  0.066
110 H 5.43 2.88 0.01  0.107
111 N 8.29 -2.14 -0.36  0.056
112 C 9.57 -2.04 -0.02  -0.170
113 C 10.13 -0.89 0.51  -0.087
114 C 9.32 0.22 0.71  -0.082
115 C 7.98 0.13 0.36  -0.057
116 C 7.52 -1.07 -0.17  -0.138
117 H 10.18 -2.92 -0.19  0.097
118 H 11.18 -0.87 0.77  0.094
119 H 9.72 1.13 1.12  0.102
120 H 7.31 0.96 0.50  0.068
121 H 6.48 -1.18 -0.45  0.077

Summary:
Total charge   -1
DFT total energy   -3196.23035 a.u.
LUMO energy   1.83 eV
Kohn-Sham gap   6.79 eV


Computed, not measured: a structure of composition C48H57ClInO8 in a non-equilibrium geometry, with ωB97M-V/def2-TZVPD.

Each line ends with the Löwdin charge.
Atoms and positions in Å:
1 C -2.33 0.09 -4.25  -0.112
2 C -3.46 -0.91 -3.99  -0.245
3 C -3.42 -2.11 -4.94  -0.223
4 C -2.82 -3.38 -4.35  -0.199
5 C -1.30 -3.29 -4.14  -0.208
6 C -0.91 -3.17 -2.66  -0.202
7 C 0.61 -2.97 -2.50  -0.194
8 C 1.23 -3.65 -1.28  -0.210
9 C 1.52 -2.75 -0.07  -0.303
10 C 2.20 -1.39 -0.42  -0.271
11 In 0.81 0.31 -0.04  0.850
12 C -1.28 0.02 -0.74  -0.253
13 C -2.10 -1.05 0.00  -0.293
14 C -3.02 -0.50 1.11  -0.161
15 C -4.30 -1.32 1.22  -0.180
16 O -4.09 -2.48 2.04  -0.017
17 C -3.74 -3.61 1.36  -0.516
18 C -2.58 -4.36 1.96  0.024
19 O -4.32 -4.00 0.36  0.080
20 C 1.60 2.08 -1.24  -0.267
21 O 2.79 1.77 -2.00  -0.288
22 O 3.92 1.87 -1.15  -0.066
23 C 0.89 0.74 2.18  -0.315
24 C 1.47 2.05 2.56  -0.730
25 C 2.91 2.24 2.10  -0.154
26 Cl 1.51 2.16 4.44  0.561
27 H -2.31 0.31 -5.32  0.069
28 H -2.46 1.02 -3.69  0.070
29 H -1.37 -0.34 -3.99  0.052
30 H -3.49 -1.21 -2.94  0.090
31 H -4.39 -0.36 -4.17  0.097
32 H -2.93 -1.82 -5.87  0.104
33 H -4.46 -2.35 -5.21  0.098
34 H -3.28 -3.56 -3.38  0.107
35 H -3.02 -4.21 -5.03  0.099
36 H -0.76 -4.13 -4.57  0.103
37 H -0.90 -2.40 -4.62  0.100
38 H -1.29 -4.01 -2.09  0.113
39 H -1.40 -2.26 -2.31  0.071
40 H 1.08 -3.42 -3.39  0.102
41 H 0.82 -1.91 -2.56  0.096
42 H 2.14 -4.19 -1.53  0.101
43 H 0.52 -4.41 -0.94  0.093
44 H 2.21 -3.31 0.57  0.090
45 H 0.64 -2.58 0.54  0.064
46 H 2.55 -1.42 -1.45  0.024
47 H 3.09 -1.28 0.21  0.018
48 H -1.79 0.98 -0.59  0.028
49 H -1.26 -0.14 -1.82  -0.007
50 H -2.75 -1.56 -0.72  0.077
51 H -1.48 -1.84 0.45  0.077
52 H -3.24 0.56 0.99  0.110
53 H -2.50 -0.67 2.06  0.113
54 H -4.70 -1.60 0.25  0.115
55 H -5.07 -0.72 1.71  0.118
56 H -2.28 -3.92 2.90  0.084
57 H -1.75 -4.34 1.25  0.081
58 H -2.88 -5.39 2.11  0.084
59 H 0.86 2.34 -2.00  0.033
60 H 1.73 2.98 -0.64  0.028
61 H 3.95 1.00 -0.74  0.072
62 H -0.12 0.61 2.56  0.023
63 H 1.50 -0.04 2.64  0.040
64 H 0.84 2.87 2.22  0.088
65 H 2.99 2.85 1.20  0.054
66 H 3.41 1.28 1.93  0.076
67 H 3.47 2.75 2.88  0.047
68 C 2.69 3.07 -5.89  -0.042
69 C 2.08 3.59 -4.75  -0.032
70 C 0.95 4.38 -4.87  0.010
71 C 0.42 4.66 -6.13  -0.085
72 C 1.05 4.15 -7.27  -0.090
73 C 2.17 3.35 -7.15  -0.005
74 C 0.53 4.47 -8.63  -0.280
75 O 1.07 4.03 -9.63  0.097
76 C -0.66 5.36 -8.74  -0.082
77 C -1.13 5.72 -10.00  -0.008
78 C -2.24 6.53 -10.12  -0.066
79 C -2.90 6.99 -8.98  -0.065
80 C -2.43 6.64 -7.72  -0.006
81 C -1.31 5.84 -7.60  -0.081
82 C -0.80 5.50 -6.23  -0.278
83 O -1.38 5.90 -5.25  0.106
84 H 3.56 2.45 -5.79  0.111
85 H 2.49 3.37 -3.77  0.098
86 H 0.47 4.78 -3.99  0.122
87 H 2.65 2.95 -8.03  0.117
88 H -0.62 5.36 -10.88  0.118
89 H -2.60 6.81 -11.10  0.103
90 H -3.77 7.62 -9.07  0.104
91 H -2.93 7.00 -6.83  0.119
92 C 2.46 1.69 8.52  -0.048
93 C 1.82 1.08 7.45  -0.075
94 C 1.47 -0.26 7.52  0.012
95 C 1.77 -0.99 8.67  -0.083
96 C 2.43 -0.38 9.74  -0.091
97 C 2.76 0.97 9.66  -0.008
98 C 2.79 -1.14 10.96  -0.280
99 O 3.36 -0.62 11.89  0.095
100 C 2.45 -2.59 11.00  -0.083
101 C 2.83 -3.35 12.11  -0.008
102 C 2.51 -4.69 12.17  -0.066
103 C 1.80 -5.29 11.14  -0.064
104 C 1.42 -4.55 10.03  -0.005
105 C 1.75 -3.20 9.96  -0.081
106 C 1.37 -2.42 8.74  -0.278
107 O 0.75 -2.95 7.84  0.109
108 H 2.73 2.74 8.46  0.108
109 H 1.59 1.64 6.54  -0.033
110 H 0.97 -0.74 6.69  0.125
111 H 3.27 1.44 10.49  0.116
112 H 3.38 -2.87 12.91  0.117
113 H 2.81 -5.28 13.03  0.103
114 H 1.54 -6.34 11.19  0.104
115 H 0.87 -5.01 9.22  0.119

Summary:
Total charge   -1
DFT total energy   -3115.43536 a.u.
LUMO energy   0.58 eV
Kohn-Sham gap   5.43 eV